*P*
Computed, not measured: a cluster of 2 separate species, C4H10N3 in total, with wB97M-V/def2-TZVPD.

Values from the calculation:
Kohn-Sham gap, eV: 9.20
HOMO, hartree: -0.471
Lowest unoccupied orbital energy, eV: -3.620
Total charge: +1

Atoms and positions in Å:
N 1.61888 0.28947 -0.60123
N 0.73845 -0.33218 1.33888
N -1.79255 1.25317 -0.75712
C 1.08884 -1.69689 1.61398
C 0.90624 0.62350 0.49444
C -1.29647 1.63008 0.22093
C -1.97602 0.69253 -1.99047
H 0.56076 -2.32054 0.88145
H 0.75510 -2.03755 2.59739
H 2.14335 -0.52433 -0.59974
H -1.14891 0.97551 -2.57269
H -0.01286 -0.08970 2.00938
H -1.00162 1.94730 1.18926
H -2.77739 1.05417 -2.43593
H -2.03032 -0.43570 -1.94468
H 2.06631 -2.09796 1.43399
H 2.15821 1.06913 -0.87784

These are the Mulliken partial charges, in e, on atoms 1 to 6: -0.30 -0.05 -0.05 -0.98 -0.26 0.06

*Q*
Computed, not measured: a cluster of 2 separate species, C4H10N3 in total, with wB97M-V/def2-TZVPD.

Values from the calculation:
Kohn-Sham gap, eV: 7.63
HOMO, hartree: -0.473
Lowest unoccupied orbital energy, eV: -5.244
Total charge: +1

Atoms and positions in Å:
N 2.14719 -0.06038 0.06908
N -0.49280 -0.19489 0.23707
N 1.63472 -1.19274 -0.09544
C -2.65076 -0.37965 0.12364
C 0.02395 1.00800 -0.32534
C 0.24222 -1.34820 -0.06058
C 1.43519 1.17123 0.28752
H -2.82797 0.06518 -0.83663
H 1.33115 1.34463 1.36251
H 1.98866 2.00427 -0.14880
H -0.60608 1.85238 -0.04711
H 0.04725 -2.13259 0.68406
H 3.16484 -0.03390 -0.00035
H -2.72595 -1.44514 0.20263
H -2.85215 0.20565 0.99686
H 0.01531 -1.83859 -1.03011
H 0.12523 0.97474 -1.41900

These are the Mulliken partial charges, in e, on atoms 1 to 6: 0.38 -0.37 -0.43 -0.47 -0.54 -0.36

Name the least stable of them. *Q*.

*P*
Computed, not measured: the ion C4H10N3 with charge +1, with wB97M-V/def2-TZVPD.

Values from the calculation:
Kohn-Sham gap, eV: 10.28
HOMO, hartree: -0.510
Lowest unoccupied orbital energy, eV: -3.609
Total charge: +1

Atoms and positions in Å:
N -0.25152 0.52138 0.27895
N -2.71337 0.25044 -1.15744
N 0.91386 -1.44065 0.11698
C -1.42799 0.08097 0.99993
C -2.45449 -0.27951 -0.02968
C 1.96195 0.58637 -0.70269
C 0.83718 -0.11772 -0.07960
H -2.29575 1.15584 -1.16946
H 2.53139 1.07827 0.04857
H 1.48545 1.49886 -1.25019
H -0.19697 1.59817 0.07925
H -1.92870 0.98898 1.62772
H 2.70339 -0.05192 -1.11592
H 1.65074 -2.02568 -0.12383
H -3.16559 -1.03064 0.25503
H 0.28387 -1.76199 0.89902
H -1.29673 -0.80050 1.74428

These are the Mulliken partial charges, in e, on atoms 1 to 6: -0.17 -0.52 -0.32 -0.70 -0.02 -1.18

*Q*
Computed, not measured: the ion C4H10N3 with charge +1, with wB97M-V/def2-TZVPD.

Values from the calculation:
Kohn-Sham gap, eV: 7.78
HOMO, hartree: -0.477
Lowest unoccupied orbital energy, eV: -5.195
Total charge: +1

Atoms and positions in Å:
N -1.26130 1.39035 0.38910
N -1.91310 0.38705 0.17821
N 0.74252 0.16853 -0.08170
C 2.13435 0.07723 0.45901
C 0.17160 1.43129 0.10022
C -1.47300 -0.96595 -0.13752
C 0.03441 -1.04476 -0.55398
H 0.10013 2.09918 -0.88138
H 2.79096 0.73199 -0.05504
H -1.81704 -1.66904 0.73227
H 0.76183 2.03631 0.84378
H -2.20261 -1.44033 -0.94682
H 0.06824 -1.06429 -1.74053
H 2.43349 -0.93823 0.21053
H 0.42080 -2.02750 -0.12410
H -3.00902 0.60292 0.10510
H 2.01774 0.22526 1.50288

These are the Mulliken partial charges, in e, on atoms 1 to 6: -0.44 0.36 -0.04 -1.13 -0.36 -0.52

*R*
Computed, not measured: a cluster of 2 separate species, C4H10N3 in total, with wB97M-V/def2-TZVPD.

Values from the calculation:
Kohn-Sham gap (alpha / beta), eV: 7.96 / 7.04
HOMO (alpha / beta), hartree: -0.525 / -0.524
Lowest unoccupied orbital energy (alpha / beta), eV: -6.339 / -7.216
Total charge: +1

Atoms and positions in Å:
N 0.23720 -1.19063 -1.47619
N -0.63628 0.56378 -0.44706
N 0.64621 0.27174 0.11976
C -0.80821 0.75240 2.09630
C -0.56105 -0.07745 0.84872
C 1.33221 -0.55178 -0.75252
C -0.78839 -0.16976 -1.62390
H -0.77354 -1.16618 0.83006
H 1.98081 -1.36079 -0.17550
H -0.68783 0.00439 2.91470
H -1.62169 -0.86599 -1.62311
H 0.60908 -1.55470 -2.28245
H -1.71243 1.37853 1.88713
H -0.55071 0.55571 -2.36397
H -0.00918 1.52775 2.30885
H 1.96049 0.10658 -1.26115
H 1.38332 1.77640 1.00034

These are the Mulliken partial charges, in e, on atoms 1 to 6: -0.37 -0.27 -0.24 -1.12 0.41 -0.55

*S*
Computed, not measured: a cluster of 2 separate species, C4H10N3 in total, with wB97M-V/def2-TZVPD.

Values from the calculation:
Kohn-Sham gap, eV: 9.78
HOMO, hartree: -0.533
Lowest unoccupied orbital energy, eV: -4.727
Total charge: +1

Atoms and positions in Å:
N 0.48506 -0.46106 0.16108
N -0.61098 -0.07985 -0.45829
N -2.85923 0.56640 -0.01238
C 1.62762 0.51705 0.08548
C 1.43488 1.65280 -0.55778
C 0.96210 -1.82134 -0.25295
C -1.60777 0.21327 0.27473
H -3.27079 0.67992 -0.92275
H 2.20507 2.43531 -0.49098
H 1.86320 -1.98663 0.45500
H -3.22739 1.19496 0.67646
H 1.05822 -1.95481 -1.33565
H 0.42966 1.91673 -1.01118
H 0.17831 -0.53569 1.64725
H 2.52873 0.03200 0.53942
H 0.13639 -2.58450 -0.13523
H -1.33307 0.21543 1.33775

These are the Mulliken partial charges, in e, on atoms 1 to 6: 0.58 -0.93 -0.34 0.05 -0.67 -0.79

Name the least stable of them. *R*.

*P*
Computed, not measured: the ion C4H10N3 with charge +1, with wB97M-V/def2-TZVPD.

Values from the calculation:
Kohn-Sham gap, eV: 9.43
HOMO, hartree: -0.514
Lowest unoccupied orbital energy, eV: -4.541
Total charge: +1

Atoms and positions in Å:
N -0.60908 0.10966 0.07659
N 1.80281 -0.10569 0.39870
N 0.37984 -1.90774 0.18755
C -1.86578 -0.57691 -0.12360
C -0.76813 1.53945 -0.17178
C 2.74354 0.78202 0.20651
C 0.55406 -0.60375 0.16973
H -1.41644 1.59950 -1.09309
H 2.71508 1.38251 -0.73487
H -1.21412 2.00950 0.72364
H -2.78437 0.16646 0.05686
H 1.17581 -2.59730 -0.03330
H 0.17563 2.02144 -0.47206
H -1.93154 -0.87261 -1.16278
H -0.48865 -2.46109 0.34532
H 3.53656 0.89673 1.02402
H -2.00521 -1.38217 0.60256

These are the Mulliken partial charges, in e, on atoms 1 to 6: 0.07 -0.34 -0.37 -1.25 -0.84 -0.19

*Q*
Computed, not measured: a cluster of 2 separate species, C4H10N3 in total, with wB97M-V/def2-TZVPD.

Values from the calculation:
Kohn-Sham gap (alpha / beta), eV: 8.23 / 8.06
HOMO (alpha / beta), hartree: -0.504 / -0.505
Lowest unoccupied orbital energy (alpha / beta), eV: -5.488 / -5.681
Total charge: +1

Atoms and positions in Å:
N -0.99323 0.11762 0.35917
N 2.27932 -0.58428 -0.48682
N 0.11157 -0.64157 0.57198
C -0.41687 1.40895 0.02620
C -1.96612 -0.53769 -0.45950
C 0.89966 1.34206 -0.03158
C 1.39831 0.04546 0.39926
H 1.73199 -1.06449 -1.27108
H -1.00023 2.13841 -0.54617
H -1.96993 0.57160 1.66094
H -1.92221 -1.55054 0.00067
H -1.62349 -0.38490 -1.55404
H 2.87505 -1.42824 -0.19452
H -2.91912 -0.01245 -0.15817
H 1.59630 2.15360 -0.29816
H 1.94786 0.12826 1.34946
H -0.02888 -1.70179 0.63237

These are the Mulliken partial charges, in e, on atoms 1 to 6: -0.12 -0.62 -0.31 -0.39 -0.65 -0.38

*R*
Computed, not measured: a cluster of 2 separate species, C4H10N3 in total, with wB97M-V/def2-TZVPD.

Values from the calculation:
Kohn-Sham gap, eV: 10.55
HOMO, hartree: -0.519
Lowest unoccupied orbital energy, eV: -3.560
Total charge: +1

Atoms and positions in Å:
N -0.90410 1.10161 0.50955
N 1.14119 -0.29743 -1.13776
N 0.49551 0.71681 0.96351
C -2.85525 -0.18773 -0.79238
C 1.24945 0.01721 0.17379
C 2.59129 -0.42177 0.64421
C -2.89949 -1.11436 -0.05335
H 2.53011 -1.46459 0.92809
H 1.95877 -0.54497 -1.67526
H 3.35445 -0.18084 -0.14737
H -2.42918 -1.76985 0.67440
H -1.54773 0.43768 -0.09245
H 0.31263 -0.17061 -1.81006
H -1.08801 2.03914 0.18766
H -3.31973 0.52414 -1.38634
H 2.87457 0.10951 1.59581
H -1.46447 1.20608 1.41796

These are the Mulliken partial charges, in e, on atoms 1 to 6: -0.24 -0.40 -0.50 -0.60 0.75 -1.06

*S*
Computed, not measured: the ion C4H10N3 with charge +1, with wB97M-V/def2-TZVPD.

Values from the calculation:
Kohn-Sham gap, eV: 9.24
HOMO, hartree: -0.584
Lowest unoccupied orbital energy, eV: -6.649
Total charge: +1

Atoms and positions in Å:
N 1.32559 2.34100 0.13506
N 0.54213 1.59329 0.14490
N 0.12592 0.06432 -0.29855
C -2.02123 1.26227 -0.17764
C -1.35395 -0.06225 0.02350
C 2.50047 -0.56678 -0.04531
C 1.07351 -0.92549 0.20777
H 2.99922 0.33654 0.26682
H -1.65012 1.85564 0.57160
H -1.86493 -0.74169 -0.63689
H 0.83036 -1.84798 -0.39243
H -3.04470 1.30322 0.01542
H 3.21780 -1.38355 0.35284
H -1.81775 1.66078 -1.12973
H -1.55364 -0.42091 1.00447
H 2.83970 -0.43399 -1.10372
H 0.90005 -1.15734 1.21769

These are the Mulliken partial charges, in e, on atoms 1 to 6: -0.30 0.48 0.11 -1.42 -0.20 -1.31

Name the least stable of them. *Q*.

*P*
Computed, not measured: an isolated molecule of C5H9N, with wB97M-V/def2-TZVPD.

Values from the calculation:
Kohn-Sham gap, eV: 9.87
HOMO, hartree: -0.320
Lowest unoccupied orbital energy, eV: 1.163

Atoms and positions in Å:
N -1.47142 0.65843 0.26122
C 1.63651 -0.86819 -0.29177
C -0.54627 0.16285 1.38753
C -0.75862 0.68357 -1.07157
C 0.41336 -0.65925 0.46595
C 0.72936 0.34997 -0.50192
H -0.98826 -0.24035 -1.61558
H -0.18630 -1.35943 -0.10512
H -2.30726 0.13126 0.12419
H 1.62070 -1.69684 -0.94068
H 1.17441 1.20671 -0.10190
H -1.15571 -0.23984 2.17495
H 0.10913 0.87163 1.96842
H -0.93312 1.50681 -1.71609
H 2.66351 -0.50732 -0.03764

These are the Mulliken partial charges, in e, on atoms 1 to 6: -0.47 -0.49 -0.59 -0.73 0.18 -0.15

*Q*
Computed, not measured: a cluster of 2 separate species, C5H9N in total, with wB97M-V/def2-TZVPD.

Values from the calculation:
Kohn-Sham gap, eV: 9.13
HOMO, hartree: -0.300
Lowest unoccupied orbital energy, eV: 0.963

Atoms and positions in Å:
N -1.48460 0.55815 1.32024
C 1.69024 -0.83030 0.87630
C 1.66158 0.96256 -1.02284
C 1.53081 0.11538 -0.04355
C -1.55804 -0.56264 -0.80298
C -1.48032 -0.64503 0.70476
H -1.56648 0.37696 -1.41582
H -2.37464 -1.27931 -1.27801
H 1.69212 2.02013 -0.87225
H -0.67402 -0.97895 -1.00900
H -1.22939 1.48652 0.84066
H 0.92764 -1.44591 1.25099
H 2.64925 -1.08069 1.29009
H -1.33222 0.72430 2.30213
H 1.54808 0.57882 -2.14073

These are the Mulliken partial charges, in e, on atoms 1 to 6: -0.28 -0.64 -0.62 0.20 -0.50 -0.52

*R*
Computed, not measured: an isolated molecule of C5H9N, with wB97M-V/def2-TZVPD.

Values from the calculation:
Kohn-Sham gap, eV: 7.43
HOMO, hartree: -0.232
Lowest unoccupied orbital energy, eV: 1.106

Atoms and positions in Å:
N -0.60448 0.49493 0.46416
C 0.68641 0.75745 0.65562
C -0.74362 -0.66794 -0.44891
C 1.58358 -0.21518 -0.04052
C -1.69685 1.04939 0.97994
C 0.63193 -0.79540 -1.10183
H -1.57625 1.83422 1.71356
H -1.00861 -1.53512 0.16508
H 0.86050 -1.82666 -1.38791
H 1.96416 -1.00913 0.62438
H -2.66545 0.70506 0.65130
H 0.67345 -0.17365 -2.00164
H 0.96973 1.55485 1.32897
H 2.46069 0.26170 -0.49413
H -1.56028 -0.47280 -1.14880

These are the Mulliken partial charges, in e, on atoms 1 to 6: 0.12 -0.49 -0.72 -0.53 -0.52 -0.56

Name the least stable of them. *Q*.

*P*
Computed, not measured: an isolated molecule of C5H9N, with wB97M-V/def2-TZVPD.

Values from the calculation:
Kohn-Sham gap (alpha / beta), eV: 8.18 / 6.21
HOMO (alpha / beta), hartree: -0.262 / -0.224
Lowest unoccupied orbital energy (alpha / beta), eV: 1.045 / 0.108

Atoms and positions in Å:
N 0.02886 -1.78923 0.44556
C 1.35067 1.04101 -0.60599
C 1.01661 0.41422 0.58706
C -0.13114 -0.40586 0.48266
C 0.46528 0.74899 -1.64099
C -1.48700 0.05440 0.94996
H -1.62044 1.12725 0.80108
H 2.30124 1.55024 -0.75669
H -2.28892 -0.45469 0.40939
H -0.74661 -2.28814 0.02515
H -1.60293 -0.17471 2.01601
H 1.62416 0.46989 1.48790
H 0.76732 0.83987 -2.68331
H -0.59817 0.94157 -1.57675
H 0.92105 -2.07482 0.05896

These are the Mulliken partial charges, in e, on atoms 1 to 6: -0.51 0.07 -0.67 0.52 -0.98 -1.33

*Q*
Computed, not measured: a cluster of 3 separate species, C5H9N in total, with wB97M-V/def2-TZVPD.

Values from the calculation:
Kohn-Sham gap (alpha / beta), eV: 8.60 / 8.60
HOMO (alpha / beta), hartree: -0.299 / -0.299
Lowest unoccupied orbital energy (alpha / beta), eV: 0.468 / 0.468

Atoms and positions in Å:
N -2.52242 1.63068 2.24341
C 1.84140 -0.90080 -0.48685
C -0.15924 0.47523 -0.03479
C -1.65285 0.70092 -0.05419
C 0.42990 -0.59683 -0.72956
C -2.14279 1.21502 1.23315
H 1.03846 -0.35930 -1.71861
H 0.74875 -0.29202 1.41058
H -0.20001 -1.46195 -0.94242
H 0.44474 1.36344 0.14552
H 2.25429 -1.83883 -0.85000
H 2.53544 -0.06650 -0.41892
H -2.18376 -0.23451 -0.26655
H -1.95734 1.42107 -0.82782
H 1.45416 -0.72505 1.28306

These are the Mulliken partial charges, in e, on atoms 1 to 6: -0.41 -1.16 -0.56 -0.39 0.06 0.21

Name the least stable of them. *Q*.